Density functional theory data (ωB97M-V with the def2-TZVPD basis set) for C22H29CrN9O3S as an isolated structure.

Relative energy (zero: lowest compared OMol25 entry of this formula, charge and spin) (kcal per mole): 14.56
Net charge: +1
⟨S²⟩: 3.782
Highest occupied orbital energy (alpha / beta) (eV): -10.3 / -10.7
Spin multiplicity: 4

```
65
Properties=species:S:1:pos:R:3:mulliken_spin:R:1
Cr -0.1133 -0.2849 -0.4975 3.14
C 4.0545 -2.0029 -1.7789 0.00
O 3.2786 -2.9475 -1.0445 0.00
C 3.0543 -2.6378 0.2779 0.00
C 3.6085 -3.4152 1.2706 0.01
C 3.3059 -3.1738 2.6111 0.00
C 2.4000 -2.1963 2.9446 0.01
C 1.7785 -1.4251 1.9519 0.03
C 0.7729 -0.4597 2.2949 0.03
N -0.0177 0.0532 1.4132 -0.09
N -0.8734 1.0584 1.7932 0.02
C -1.1492 1.8132 0.7586 -0.02
O -0.6355 1.5780 -0.4130 0.02
C -2.1752 2.8648 0.8855 0.00
C -2.2665 3.8570 -0.0893 0.00
C -3.3556 4.7121 -0.1002 0.00
C -4.3577 4.5728 0.8505 0.00
C -4.2452 3.6165 1.8505 0.00
C -3.1542 2.7636 1.8737 0.00
C 2.1657 -1.5831 0.5946 -0.02
O 1.7213 -0.7918 -0.3586 -0.04
H 5.1203 -2.1994 -1.6406 0.00
H 3.8323 -0.9794 -1.4773 0.00
H 3.8076 -2.1322 -2.8325 0.00
H 4.2830 -4.2136 0.9899 0.00
H 3.7745 -3.7668 3.3834 0.00
H 2.1393 -2.0235 3.9815 0.00
H 0.6708 -0.1255 3.3249 -0.01
H -1.4792 3.9426 -0.8265 0.00
H -3.4394 5.4757 -0.8618 0.00
H -5.2307 5.2104 0.8099 0.00
H -5.0224 3.5254 2.5974 0.00
H -3.0508 2.0015 2.6344 0.00
C -1.7436 -0.4919 -3.0881 0.01
C -2.6783 0.0560 -2.0133 0.01
N -2.2896 -0.4210 -0.6730 -0.06
C -2.8166 -1.7365 -0.2681 -0.01
C -2.1253 -2.9208 -0.9272 0.01
S -0.2954 -2.7903 -0.8465 -0.02
C 0.2306 -2.8062 -2.6000 0.01
C 0.5427 -1.4220 -3.1788 0.00
N -0.3441 -0.3833 -2.6362 -0.03
H -1.9067 0.0515 -4.0207 0.00
H -1.9649 -1.5394 -3.2800 0.00
H -3.7146 -0.2065 -2.2449 0.00
H -2.5871 1.1421 -2.0041 0.00
H -2.6735 0.2432 -0.0050 0.00
H -3.8929 -1.7968 -0.4648 0.00
H -2.6696 -1.8118 0.8109 0.00
H -2.4291 -3.0664 -1.9609 0.00
H -2.3855 -3.8217 -0.3739 0.00
H -0.5271 -3.3447 -3.1669 0.00
H 1.1405 -3.4044 -2.5934 0.00
H 0.4802 -1.4735 -4.2711 0.00
H 1.5585 -1.1430 -2.9056 0.00
H 0.0210 0.5261 -2.9140 0.01
N 2.2107 2.7174 3.7110 0.00
N 2.4567 2.4968 2.3797 0.00
N 3.5787 1.9703 1.9565 0.00
C 3.3299 1.8558 0.6560 0.00
N 2.1043 2.2866 0.3355 0.00
N 1.5669 2.7129 1.4501 0.00
H 3.0723 2.9245 4.1955 0.00
H 1.5042 3.4314 3.8221 0.00
H 4.0448 1.4786 -0.0522 0.00
```